1.
{
  "formula": "C10H40O10",
  "method": "wB97M-V/def2-TZVPD",
  "elements": ["C", "O", "H", "H", "H", "H", "C", "O", "H", "H", "H", "H", "C", "O", "H", "H", "H", "H", "C", "O", "H", "H", "H", "H", "C", "O", "H", "H", "H", "H", "C", "O", "H", "H", "H", "H", "C", "O", "H", "H", "H", "H", "C", "O", "H", "H", "H", "H", "C", "O", "H", "H", "H", "H", "C", "O", "H", "H", "H", "H"],
  "positions_angstrom": [[-14.68826, 24.41511, 0.13661], [-14.79096, 25.38829, -0.87361], [-14.97401, 23.40806, -0.19496], [-13.64440, 24.36952, 0.44543], [-15.29508, 24.64362, 1.01877], [-15.73765, 25.54284, -1.02738], [-16.22815, 20.79853, -2.13543], [-17.49217, 21.42834, -2.05778], [-15.51782, 21.33458, -1.49864], [-16.25608, 19.74004, -1.88293], [-15.78552, 20.91062, -3.12470], [-17.89813, 21.17835, -1.20469], [-17.22188, 20.80077, -6.02569], [-15.89201, 20.58270, -6.47818], [-17.88627, 19.95946, -6.22043], [-17.16468, 21.09750, -4.97988], [-17.66603, 21.69749, -6.47692], [-15.89356, 20.57331, -7.43872], [-12.18610, 20.27675, -3.43846], [-11.28872, 20.22950, -4.52783], [-12.51932, 21.30574, -3.24646], [-13.11314, 19.72036, -3.60232], [-11.68396, 19.93416, -2.53680], [-11.79621, 20.20481, -5.34312], [-18.34533, 24.52306, -0.56030], [-17.68211, 25.67905, -1.03097], [-18.23870, 23.67360, -1.23707], [-17.95189, 24.25775, 0.41813], [-19.41343, 24.73135, -0.43016], [-17.95393, 25.87638, -1.93175], [-20.23333, 21.54060, 0.06253], [-19.02803, 20.79700, 0.11411], [-20.47548, 21.99574, 1.02570], [-20.12168, 22.35279, -0.65309], [-21.10320, 20.96821, -0.26586], [-19.18994, 19.97074, 0.57913], [-20.33112, 18.65133, -1.97100], [-21.01158, 18.44091, -3.19786], [-19.60701, 17.84380, -1.80495], [-19.73527, 19.56320, -1.97892], [-21.02592, 18.66435, -1.12229], [-21.05868, 17.50117, -3.37630], [-15.86793, 23.79668, -3.95606], [-17.26731, 23.59232, -3.83487], [-15.43559, 24.12322, -3.00631], [-15.42761, 22.84613, -4.28119], [-15.60340, 24.52761, -4.71724], [-17.41015, 22.85100, -3.21687], [-14.65565, 17.54124, -4.32137], [-15.15481, 16.29182, -4.77045], [-14.09593, 17.95352, -5.16466], [-15.46016, 18.20414, -4.01426], [-13.97888, 17.50478, -3.46002], [-14.42433, 15.67711, -4.86406], [-20.31737, 21.94811, -4.18124], [-21.03237, 20.88224, -4.80417], [-19.27072, 21.65016, -4.06518], [-20.36123, 22.81659, -4.83232], [-20.73582, 22.20599, -3.20406], [-21.11994, 20.16519, -4.16022]],
  "forces_ev_per_angstrom": [[0.2, -0.2, 0.2], [-0.3, 0.0, -0.1], [0.0, 0.0, -0.2], [0.0, 0.0, 0.0], [0.0, 0.1, 0.0], [0.1, 0.1, 0.0], [0.8, 0.5, 0.1], [-0.1, -0.4, -0.1], [0.0, -0.3, 0.3], [-0.1, -0.1, 0.1], [-0.5, -0.1, -0.3], [0.0, 0.1, -0.3], [-0.1, 1.0, -0.2], [0.1, -0.1, 0.0], [0.1, -0.1, 0.3], [0.0, -0.6, 0.2], [0.1, -0.2, -0.3], [0.0, 0.0, 0.0], [-0.5, 0.8, 0.2], [0.0, -0.3, 0.0], [0.2, 0.0, 0.0], [0.2, -0.3, 0.0], [0.1, -0.2, -0.1], [0.0, 0.1, 0.0], [-0.7, -0.1, -0.1], [0.5, 0.2, 0.2], [0.1, 0.0, 0.0], [0.2, 0.1, 0.0], [0.0, -0.1, 0.0], [-0.1, -0.2, -0.1], [-0.6, 0.6, 0.1], [-0.1, -0.2, 0.1], [0.1, -0.1, 0.1], [0.3, -0.1, -0.1], [0.2, -0.3, 0.0], [0.1, 0.0, 0.0], [0.4, -0.8, 0.3], [0.0, 0.5, 0.1], [-0.1, 0.1, 0.1], [-0.3, 0.2, -0.3], [0.0, 0.1, -0.1], [0.0, -0.1, -0.1], [0.2, -0.8, 0.2], [-0.3, 0.4, -0.1], [0.2, -0.1, -0.1], [0.4, 0.2, 0.1], [-0.5, 0.2, 0.0], [0.1, 0.3, -0.2], [0.7, 0.0, -0.4], [-0.5, -0.1, 0.6], [-0.1, 0.6, 0.2], [-0.3, -0.1, -0.4], [0.0, -0.5, 0.0], [0.1, 0.0, 0.0], [0.2, -0.6, -0.3], [-0.2, 0.3, 0.3], [0.0, 0.3, 0.2], [0.0, 0.0, 0.0], [0.0, 0.1, 0.0], [0.0, -0.1, -0.3]],
  "mulliken_charge": [-0.3389, -0.5550, -0.0350, 0.2890, 0.2617, 0.3988, -0.4732, -0.2220, 0.1836, 0.3725, -0.0375, 0.1673, -0.4845, -0.5047, 0.4086, -0.0785, 0.4011, 0.2675, -0.0879, -0.5261, 0.2366, -0.2142, 0.3060, 0.3014, -0.2601, -0.5879, -0.1131, 0.3339, 0.3896, 0.3055, -0.3022, -0.5472, 0.2963, -0.0573, 0.2652, 0.2925, 0.0015, -0.5329, 0.3418, -0.2518, 0.2372, 0.3070, -0.2689, -0.5064, 0.0645, 0.0963, 0.3403, 0.0832, -0.4324, -0.5428, 0.2785, 0.0886, 0.2884, 0.3038, -0.1675, -0.5766, -0.0412, 0.3110, 0.2194, 0.3071],
  "smiles": "CO.CO.CO.CO.CO.CO.CO.CO.CO.CO",
  "e_homo_ha": -0.3551,
  "relative_energy_kcal_mol": 87.3,
  "total_energy_ev": -31489.36103,
  "orbital_gap_ev": 9.8
}

---

2.
{
  "formula": "C5H13FN",
  "method": "wB97M-V/def2-TZVPD",
  "elements": ["C", "C", "C", "C", "C", "N", "F", "H", "H", "H", "H", "H", "H", "H", "H", "H", "H", "H", "H", "H"],
  "positions_angstrom": [[0.02318, 1.36064, 1.55347], [1.72306, -0.37450, -0.34391], [-0.35312, -1.63106, -0.92677], [-2.97155, 0.17724, 0.44715], [-0.23502, -0.03177, 1.13332], [0.19329, -0.40834, -0.19774], [-2.49107, 0.16113, -0.77729], [1.17474, 1.50144, 1.73012], [-0.45005, 1.62263, 2.41169], [-0.43265, 1.94343, 0.81052], [2.29758, -1.05050, 0.22623], [1.93086, -0.35610, -1.41529], [2.00016, 0.62516, 0.06278], [-1.24649, -1.34018, -1.28178], [0.30968, -1.98401, -1.67074], [-0.48894, -2.51585, -0.33570], [-3.23171, -0.82546, 0.83709], [-3.51807, 1.13217, 0.62842], [-0.46268, -0.93714, 1.85673], [-0.16732, 0.22893, -0.86365]],
  "forces_ev_per_angstrom": [[3.4, -1.8, -1.3], [-0.7, 3.2, -0.4], [1.8, -1.3, 2.4], [-0.5, 0.3, 1.5], [-1.8, -2.8, 2.2], [1.7, -2.2, -0.4], [0.3, 0.1, -1.7], [-2.1, 0.3, -0.5], [-1.4, 0.3, 2.8], [0.1, 1.6, -1.3], [-0.1, -1.4, 0.5], [0.2, -0.4, 0.2], [0.0, -0.7, -0.5], [-2.9, 0.6, -1.5], [0.9, 0.4, -1.0], [-0.1, -0.1, 1.1], [0.0, 0.9, -0.2], [0.4, -1.1, 0.3], [0.7, 2.1, -1.7], [-0.1, 1.9, -0.5]],
  "mulliken_charge": [-1.2489, -0.9465, -0.9474, -0.3140, -0.1891, 0.1601, -0.2399, 0.3263, 0.4360, 0.3614, 0.3743, 0.4223, 0.3456, 0.4700, 0.3239, 0.3639, 0.2954, 0.3017, 0.3079, 0.3972],
  "total_charge": 1,
  "e_homo_ha": [-0.4632, -0.4777],
  "relative_energy_kcal_mol": 112.1,
  "total_energy_ev": -9591.70978,
  "orbital_gap_ev": [8.4, 9.6]
}